No. 1
Entry from OMol25: a molecular structure, C54H43N7OP2S2Zr (wB97M-V/def2-TZVPD).

HOMO energy: -13.43 eV
Charge: +2
Max |F|: 0.81 eV Å⁻¹
E: -4067.852658 a.u.
Gap between HOMO and LUMO: 7.20 eV

Atoms and positions in Å:
Zr -1.14 -0.33 0.53
S -2.99 1.26 0.93
C -3.21 0.22 2.32
S -2.66 -1.43 2.08
C -3.61 0.69 3.53
C -3.89 2.08 3.69
N -4.02 3.22 3.79
C -3.64 -0.17 4.67
N -3.60 -0.86 5.58
C 3.90 -2.51 -3.84
C 2.43 -2.92 -3.63
C 2.05 -4.03 -4.63
C 2.24 -3.45 -2.22
C 2.98 -4.56 -1.81
C 2.83 -5.13 -0.56
C 1.92 -4.58 0.32
C 1.19 -3.45 -0.04
P 0.03 -2.81 1.16
C -1.10 -4.15 1.60
C -0.98 -4.89 2.77
C -1.87 -5.93 3.02
C -2.86 -6.24 2.10
C -2.96 -5.51 0.92
C -2.09 -4.47 0.67
C 1.01 -2.38 2.63
C 2.40 -2.28 2.56
C 3.13 -1.86 3.67
C 2.48 -1.54 4.85
C 1.10 -1.64 4.93
C 0.36 -2.05 3.83
C 1.35 -2.90 -1.31
O 0.55 -1.80 -1.62
C 0.62 -1.27 -2.92
C -0.26 -0.22 -3.21
C -0.19 0.41 -4.45
C 0.73 -0.02 -5.40
C 1.55 -1.08 -5.09
C 1.52 -1.73 -3.86
P -1.54 0.33 -2.08
C -1.16 2.08 -1.76
C -2.17 3.01 -1.50
C -1.84 4.28 -1.05
C -0.51 4.62 -0.85
C 0.50 3.71 -1.13
C 0.17 2.44 -1.58
C -3.17 0.16 -2.78
C -4.00 -0.86 -2.29
C -5.26 -1.04 -2.84
C -5.70 -0.21 -3.86
C -4.88 0.81 -4.34
C -3.62 1.00 -3.80
H 4.57 -3.36 -3.68
H 4.18 -1.72 -3.15
H 4.06 -2.16 -4.85
H 2.69 -4.90 -4.50
H 2.18 -3.68 -5.65
H 1.01 -4.34 -4.50
H 3.69 -5.00 -2.50
H 3.41 -6.00 -0.28
H 1.78 -5.03 1.30
H -0.22 -4.66 3.50
H -1.79 -6.49 3.94
H -3.54 -7.05 2.29
H -3.73 -5.76 0.19
H -2.19 -3.90 -0.26
H 2.93 -2.53 1.65
H 4.21 -1.80 3.60
H 3.05 -1.24 5.72
H 0.58 -1.41 5.85
H -0.71 -2.12 3.91
H -0.84 1.23 -4.69
H 0.79 0.47 -6.36
H 2.25 -1.43 -5.85
H -3.21 2.75 -1.65
H -2.63 4.99 -0.86
H -0.26 5.61 -0.49
H 1.54 4.00 -1.02
H 0.97 1.74 -1.83
H -3.67 -1.50 -1.48
H -5.90 -1.83 -2.46
H -6.68 -0.36 -4.28
H -5.24 1.46 -5.12
H -3.00 1.81 -4.16
C -0.45 2.45 3.16
C 0.61 1.87 2.30
N 0.43 0.84 1.47
C 1.66 0.57 0.88
C 2.57 1.45 1.35
N 1.90 2.26 2.25
C 2.51 3.41 2.92
N 2.63 4.52 2.04
N 3.56 4.46 1.05
N 3.42 5.44 0.26
C 2.37 6.21 0.70
C 1.83 7.39 0.17
C 0.76 7.94 0.84
C 0.24 7.34 2.01
C 0.76 6.18 2.54
C 1.84 5.63 1.85
H -1.35 2.64 2.57
H -0.15 3.39 3.62
H -0.71 1.74 3.95
H 1.80 -0.23 0.17
H 3.62 1.60 1.14
H 3.50 3.11 3.26
H 1.91 3.67 3.79
H 2.26 7.86 -0.71
H 0.32 8.86 0.49
H -0.60 7.81 2.50
H 0.35 5.75 3.45

Atom charges from the Mulliken analysis, given in e for atoms 1 to 99: -0.5023, -0.5509, 1.0675, -0.5016, 0.6571, -0.1361, -0.4731, -0.1974, -0.4480, -1.6708, 1.3917, -1.6363, 1.1612, -0.4439, -1.5868, -0.0705, -0.2252, 0.9993, 0.9773, -0.4844, -0.7877, -0.5941, -0.6966, -0.6294, 1.0845, -0.5865, -0.8083, -0.6742, -1.0054, -0.8136, -0.5194, 0.6742, -0.4202, 0.2815, -0.0927, -1.6072, -0.6798, 0.8965, 1.7413, 1.1669, -1.0660, -0.9153, -0.2235, -0.7882, -0.9785, 0.8373, -0.5474, -0.6472, -0.6473, -0.7863, -0.4069, 0.4113, 0.3463, 0.4132, 0.4100, 0.4151, 0.3608, 0.4424, 0.4603, 0.5712, 0.4896, 0.4589, 0.4326, 0.4699, 0.3215, 0.3245, 0.5041, 0.4635, 0.5203, 0.6669, 0.3647, 0.4528, 0.4457, 0.4725, 0.4833, 0.2599, 0.7004, 0.3650, 0.1527, 0.4697, 0.4143, 0.4451, 0.3536, -0.8490, 0.4801, 1.8278, -0.2458, -1.6192, 0.4388, -1.7116, 0.7486, -0.4891, -0.6100, 0.5398, -0.7261, -0.6183, -0.6488, -1.0030, 1.5390

---

No. 2
Entry from OMol25: a molecular structure, C34H50BrClGeN5O6OsS2Si3 (wB97M-V/def2-TZVPD).

Multiplicity: 2
HOMO energy (spin up / spin down): -12.52 / -12.52 eV
Charge: +2
Max |F|: 0.76 eV Å⁻¹
E: -8917.163462 a.u.
Gap between HOMO and LUMO (spin up / spin down): 6.80 / 6.05 eV

Atoms and positions in Å:
Os 0.32 -1.63 0.35
Br 1.69 -4.20 6.42
C 1.24 -3.42 4.78
C 1.53 -4.08 3.59
C 1.19 -3.47 2.41
N 0.59 -2.27 2.34
C 0.33 -1.64 3.50
C 0.63 -2.18 4.73
H 2.00 -5.05 3.58
H 1.38 -3.97 1.47
H -0.14 -0.68 3.42
H 0.39 -1.63 5.63
O -1.45 -4.10 1.59
S -2.32 -3.59 0.58
O -2.51 -4.30 -0.64
N -1.77 -2.00 0.21
C -2.76 -1.16 0.32
O -2.68 0.08 -0.09
C -3.99 -1.69 0.93
C -5.16 -1.01 1.21
C -6.21 -1.74 1.75
C -6.09 -3.10 1.97
C -4.92 -3.79 1.67
C -3.88 -3.04 1.18
H -5.25 0.06 1.03
H -7.14 -1.24 1.99
H -6.93 -3.65 2.38
H -4.84 -4.86 1.83
C 6.12 0.53 -2.33
C 5.82 1.62 -1.33
C 6.15 2.93 -1.63
C 5.88 3.96 -0.73
Cl 6.30 5.58 -1.14
C 5.28 3.68 0.48
C 4.93 2.38 0.79
C 5.20 1.36 -0.11
O 4.86 0.03 0.11
C 4.34 -0.37 1.36
C 2.83 -0.37 1.19
O 2.14 0.62 1.54
O 2.36 -1.41 0.60
H 5.47 0.63 -3.20
H 6.00 -0.46 -1.90
H 7.15 0.61 -2.68
H 6.63 3.17 -2.57
H 5.08 4.48 1.18
H 4.43 2.18 1.73
H 4.66 0.25 2.20
H 4.67 -1.39 1.52
C -4.41 -0.94 -2.18
Si -3.36 0.50 -1.69
C -1.90 0.67 -2.81
C -4.26 2.08 -1.38
Ge 0.18 0.75 0.67
Si 0.86 2.78 -0.58
C -0.56 3.78 -1.28
C 2.09 2.38 -1.94
C 1.63 3.75 0.82
Si -1.04 1.67 2.62
C -2.29 0.51 3.44
C 0.26 2.22 3.87
C -2.02 3.09 1.92
H -4.76 -0.77 -3.20
H -5.29 -1.08 -1.55
H -3.83 -1.87 -2.18
H -2.23 0.67 -3.85
H -1.21 -0.15 -2.68
H -1.36 1.61 -2.63
H -4.79 2.39 -2.28
H -3.56 2.88 -1.12
H -5.00 2.00 -0.57
H -0.82 3.49 -2.30
H -0.20 4.82 -1.34
H -1.46 3.79 -0.67
H 1.73 2.80 -2.89
H 2.23 1.31 -2.09
H 3.06 2.83 -1.73
H 0.90 4.31 1.40
H 2.31 4.46 0.36
H 2.22 3.13 1.51
H -2.38 -0.47 2.98
H -3.27 0.97 3.42
H -2.04 0.33 4.49
H 1.26 1.86 3.62
H 0.01 1.86 4.87
H 0.31 3.31 3.92
H -2.71 2.73 1.14
H -1.41 3.89 1.50
H -2.63 3.53 2.71
C -1.62 -2.60 -5.74
C -1.33 -3.36 -4.45
C -0.36 -2.67 -3.56
N -0.56 -2.43 -2.32
N 0.50 -1.77 -1.71
C 1.53 -1.58 -2.54
N 2.69 -1.00 -2.21
S 1.20 -2.13 -4.14
H -2.32 -3.15 -6.36
H -0.72 -2.44 -6.33
H -2.06 -1.62 -5.53
H -0.94 -4.36 -4.68
H -2.24 -3.51 -3.86
H 2.96 -0.95 -1.23
H 3.44 -0.98 -2.88

Atom charges from the Mulliken analysis, given in e for atoms 1 to 99: -0.6673, -0.0712, -0.0351, -0.8107, -0.1079, 0.6294, 0.3755, -1.2043, 0.5105, 0.4647, -0.2192, 0.5491, -0.6233, 1.3261, -0.6254, 0.2186, -1.1423, -0.0643, 1.0675, -0.3224, -0.8349, -0.6967, -0.9200, 0.3182, 0.4230, 0.4860, 0.4572, 0.5728, -1.7853, 1.0999, -0.5319, 0.1271, -0.2051, -0.8694, -0.5814, 0.9829, -0.3865, -1.1869, 1.0932, -0.5956, -0.7681, 0.2464, 0.3311, 0.5019, 0.4892, 0.4895, 0.1322, 0.4954, 0.4646, -1.0371, 0.5686, 0.0783, -1.0806, 0.3939, 1.1992, -1.4908, -0.5491, -1.0004, 1.3534, -1.3045, -1.1955, -0.9833, 0.5162, 0.3718, 0.2488, 0.5794, -0.2466, -0.4437, 0.4663, 0.2553, 0.3131, 0.4878, 0.5057, 0.2883, 0.5546, -0.0918, 0.0991, 0.4253, 0.4652, 0.0788, 0.1773, 0.3830, 0.5485, 0.0712, 0.4795, 0.3774, 0.0557, 0.2927, 0.4860, -1.1326, -0.3106, 0.1275, -0.6492, 0.9388, 0.0820, 0.0829, -0.1527, 0.3963, 0.4078

---

No. 3
Entry from OMol25: 2 unconnected molecules or ions with the total composition CH8N3 (wB97M-V/def2-TZVPD).

HOMO energy: -15.33 eV
Charge: +1
Max |F|: 1.63 eV Å⁻¹
E: -206.948219 a.u.
Gap between HOMO and LUMO: 12.07 eV

Atoms and positions in Å:
N 2.28 0.58 -0.13
H 2.53 1.09 -0.97
H 0.77 0.05 0.30
H 2.55 1.10 0.68
H 2.82 -0.28 -0.23
N -1.56 -0.05 -0.93
C -1.28 -0.40 0.33
N -0.10 -0.33 0.84
H -0.85 0.48 -1.42
H -2.37 -0.48 -1.33
H -2.11 -0.74 0.94
H 0.11 -0.46 1.81

In elementary charge units, the Mulliken charges are: -0.9425, 0.2641, 0.3602, 0.2697, 0.2725, -0.3331, 0.2309, -0.2292, 0.2384, 0.2551, 0.3610, 0.2530

---

Q: What is the max |F| in the second record?
A: 0.76 eV Å⁻¹